Entry 1:
C17H30N4O2 | ωB97M-V/def2-TZVPD

```
53
C17H30N4O2 (ωB97M-V/def2-TZVPD)
C 2.74 1.84 1.47
O 2.73 1.74 0.06
C 1.79 2.60 -0.58
C 0.75 1.73 -1.27
N 0.02 0.92 -0.32
C -1.00 1.50 0.38
O -1.36 2.66 0.20
N -1.62 0.66 1.28
C -2.87 1.07 1.88
C -0.90 -0.42 1.95
C -1.31 -1.77 1.48
C -2.07 -2.72 2.09
N -2.16 -3.76 1.19
C -1.44 -3.40 0.09
N -0.92 -2.21 0.23
C -1.33 -4.30 -1.09
C -1.68 -5.74 -0.73
C -2.98 -5.77 0.07
C -2.80 -5.05 1.40
C 2.54 3.58 -1.51
C 3.53 4.38 -0.67
C 1.54 4.55 -2.14
C 3.30 2.82 -2.60
H 3.45 1.10 1.84
H 3.06 2.84 1.80
H 1.75 1.63 1.90
H 1.27 3.20 0.18
H 0.06 2.36 -1.83
H 1.25 1.05 -1.96
H 0.05 -0.08 -0.39
H -3.27 1.89 1.29
H -3.58 0.24 1.88
H -2.73 1.41 2.91
H 0.17 -0.28 1.79
H -1.08 -0.33 3.03
H -2.56 -2.76 3.05
H -2.01 -3.94 -1.87
H -0.32 -4.21 -1.50
H -1.78 -6.34 -1.64
H -0.88 -6.18 -0.14
H -3.78 -5.29 -0.50
H -3.30 -6.80 0.27
H -2.18 -5.65 2.07
H -3.76 -4.89 1.89
H 4.27 3.72 -0.20
H 4.06 5.10 -1.29
H 3.02 4.94 0.12
H 0.88 4.06 -2.86
H 0.91 5.02 -1.38
H 2.08 5.34 -2.67
H 2.62 2.31 -3.29
H 3.90 3.52 -3.19
H 3.97 2.08 -2.16
```

Properties
2S+1 = 1
lowest unoccupied orbital energy = 0.7 eV
SMILES = CO[C@H](CNC(=O)N(C)Cc1cn2c(n1)CCCC2)C(C)(C)C
relative energy (zero: lowest compared OMol25 entry of this formula, charge and spin) = 64.9 kJ/mol
E = -28172.58061 eV
orbital gap = 9.17 eV
charge = 0



Entry 2:
C7H6Br3N2 | ωB97M-V/def2-TZVPD

```
18
C7H6Br3N2 (ωB97M-V/def2-TZVPD)
C 2.07 -1.69 -2.67
C 1.83 -1.81 -1.50
C -0.03 1.40 0.72
C 1.00 0.40 0.54
C -1.51 -0.32 0.17
C -2.47 1.74 0.74
C 1.47 -1.95 -0.08
N -1.28 0.93 0.70
N 0.74 -0.87 0.42
Br 0.37 3.29 0.77
Br 2.83 1.02 0.20
Br -2.43 -1.64 1.01
H 2.23 -1.35 -3.70
H -2.83 1.70 -0.25
H -3.14 1.49 1.54
H -2.01 2.72 0.89
H 2.27 -2.26 0.50
H 0.90 -2.81 -0.01
```

Properties
2S+1 = 1
lowest unoccupied orbital energy (alpha / beta) = -5.8 / -5.8 eV
relative energy (zero: lowest compared OMol25 entry of this formula, charge and spin) = 185.7 kJ/mol
E = -220449.88869 eV
orbital gap (alpha / beta) = 7.21 / 7.21 eV
charge = +1



Entry 3:
C15H20FNO7S | ωB97M-V/def2-TZVPD

```
45
C15H20FNO7S (ωB97M-V/def2-TZVPD)
C -4.71 -2.97 1.93
O -3.84 -2.18 1.11
C -4.44 -1.14 0.49
O -5.62 -0.91 0.61
C -3.47 -0.34 -0.30
C -2.11 -0.45 -0.03
C -1.14 0.29 -0.69
N 0.22 0.03 -0.40
C 1.28 0.87 -0.62
O 1.18 2.06 -0.81
C 2.66 0.19 -0.51
C 3.25 0.50 0.86
C 4.60 -0.16 1.04
S 5.43 0.28 2.55
C 4.39 -0.37 3.83
O 6.67 -0.45 2.59
O 5.42 1.71 2.67
O 3.55 0.67 -1.47
C 3.12 0.42 -2.80
C -1.58 1.09 -1.73
F -0.71 1.67 -2.56
C -2.92 1.27 -2.01
C -3.89 0.57 -1.29
O -5.20 0.68 -1.54
C -5.62 1.58 -2.55
H -4.08 -3.75 2.35
H -5.15 -2.36 2.71
H -5.51 -3.40 1.33
H -1.80 -1.14 0.75
H 0.45 -0.95 -0.30
H 2.54 -0.90 -0.63
H 3.35 1.58 0.95
H 2.54 0.17 1.63
H 4.55 -1.25 1.02
H 5.30 0.16 0.26
H 4.92 -0.15 4.76
H 3.43 0.14 3.82
H 4.29 -1.44 3.71
H 3.92 0.77 -3.46
H 2.97 -0.66 -2.97
H 2.20 0.96 -3.03
H -3.18 1.92 -2.83
H -6.70 1.53 -2.56
H -5.30 2.60 -2.33
H -5.24 1.27 -3.53
```

Properties
2S+1 = 1
lowest unoccupied orbital energy = 0.2 eV
SMILES = COC(=O)c1cc(NC(=O)[C@H](CCS(C)(=O)=O)OC)c(F)cc1OC
relative energy (zero: lowest compared OMol25 entry of this formula, charge and spin) = 26.1 kJ/mol
E = -45253.96046 eV
orbital gap = 8.98 eV
charge = 0